The following is a DFT calculation (ωB97M-V/def2-TZVPD) of a molecular structure, C40H36ClFeN3Si2 at a distorted geometry.

Calculated total energy = -109189.017 eV
Kohn-Sham gap (alpha / beta) = 5.32 / 5.84 eV
Spin multiplicity = 5
Charge = 0
Highest occupied orbital energy (alpha / beta) = -6.63 / -7.45 eV
F_max = 0.2008 Eh/bohr

Structure (XYZ):
```
83
Properties=species:S:1:pos:R:3:forces:R:3:mulliken_spin:R:1
C -1.8329 3.7305 0.1836 -1.34 0.31 -0.82 0.142
C -1.1695 3.3662 -1.0357 -1.17 0.73 -0.67 0.072
C -2.0876 2.5767 -1.8047 -0.63 1.31 0.34 0.018
H -0.2132 3.7470 -1.3789 -0.18 -0.11 0.01 0.003
C -3.2442 2.3244 -0.9901 -0.27 1.25 -0.40 0.050
C -3.0984 3.0889 0.2192 0.32 1.04 -1.12 0.104
H -3.8805 3.2756 0.9525 0.42 -0.42 -0.05 0.024
H -1.5015 4.4850 0.8940 0.10 -0.56 -0.06 0.010
H -1.9737 2.2947 -2.8469 0.13 -0.18 0.30 0.001
H -4.1443 1.8061 -1.3101 0.27 0.20 0.01 -0.002
Fe -1.4735 1.4028 -0.1671 -1.52 3.53 4.15 2.748
Si 1.5971 -1.9855 1.8629 -0.18 1.68 1.10 -0.011
C 3.1195 -1.0140 1.3071 -0.28 0.32 -0.15 0.008
C 4.2799 -1.6682 0.8884 0.19 0.27 -0.24 0.000
H 4.2989 -2.7609 0.8438 0.02 0.32 -0.03 0.000
C 5.4031 -0.9345 0.4959 -0.12 -0.02 0.03 0.001
H 6.2909 -1.4569 0.1363 -0.20 0.14 0.11 0.000
C 5.3817 0.4615 0.5288 -0.24 -0.02 0.05 0.001
H 6.2434 1.0356 0.1895 -0.17 -0.15 0.07 0.000
C 4.2435 1.1234 0.9963 -0.02 -0.15 0.25 0.007
H 4.2112 2.2152 1.0364 0.08 -0.30 0.04 -0.006
C 3.1359 0.3827 1.4261 0.13 0.14 -0.34 0.003
H 2.2594 0.9082 1.8366 0.54 -0.29 -0.24 -0.010
C 0.2699 -0.8747 0.6212 -1.40 -0.25 -0.23 0.095
C 0.3276 0.4581 -0.0492 1.85 -0.19 0.52 0.118
H 1.2676 0.9816 0.0729 -0.03 -0.22 -0.25 -0.070
C -0.2689 0.6721 -1.3891 0.13 1.66 -0.42 -0.185
H 0.2245 1.2175 -2.1869 -0.25 -0.30 -0.04 -0.054
C -1.5698 -0.0035 -1.4599 -1.59 0.08 -1.16 -0.020
H -2.2069 -0.0201 -2.3383 0.41 0.09 0.02 -0.019
C -2.0092 -0.5210 -0.1712 -1.65 -0.73 -0.64 -0.199
H -3.0674 -0.7396 -0.0301 0.29 -0.24 -0.52 -0.014
C -1.0583 -1.3764 0.4803 1.11 0.10 1.08 0.201
H -1.3703 -2.3233 0.9225 0.20 0.12 -0.19 -0.044
H 0.4977 -1.5288 2.8098 -0.25 0.05 -0.35 0.024
Si 0.0422 -1.0876 -1.2417 5.64 -7.91 -3.50 -0.001
C -0.4425 -2.4920 -2.4641 -0.90 0.58 0.84 0.003
C -0.3048 -2.1978 -3.8223 -0.09 -0.46 -0.36 0.004
H 0.1038 -1.2361 -4.1440 -0.05 -0.23 0.07 0.001
C -0.6542 -3.1489 -4.7867 -0.05 -0.01 0.27 -0.003
H -0.5332 -2.9235 -5.8465 -0.04 -0.05 0.27 0.000
C -1.1597 -4.3928 -4.3874 0.07 0.20 0.24 0.001
H -1.4354 -5.1333 -5.1391 0.08 0.19 0.22 0.000
C -1.3114 -4.6807 -3.0268 0.14 0.18 -0.04 -0.001
H -1.7060 -5.6486 -2.7126 0.13 0.26 -0.10 0.000
C -0.9550 -3.7259 -2.0627 -0.15 -0.25 -0.46 0.009
H -1.0688 -3.9601 -1.0030 0.03 0.05 -0.25 -0.006
C 1.9278 -1.1427 -1.9079 -1.16 0.76 0.65 0.002
C 2.6335 0.0288 -2.1888 0.61 -0.31 -0.37 0.007
H 2.2177 1.0207 -2.0216 -0.01 -0.14 0.02 0.001
C 3.9238 -0.0267 -2.7233 0.01 -0.04 0.10 -0.002
H 4.4407 0.9042 -2.9537 -0.04 -0.22 0.04 0.000
C 4.5453 -1.2560 -2.9413 -0.29 -0.19 0.11 0.004
H 5.5567 -1.3053 -3.3481 -0.30 0.05 0.09 0.000
C 3.8633 -2.4337 -2.6101 -0.13 0.34 0.12 -0.002
H 4.3369 -3.4055 -2.7570 -0.11 0.27 0.07 0.000
C 2.5675 -2.3645 -2.0840 0.48 -0.37 -0.46 0.002
H 2.0624 -3.2964 -1.8289 0.03 0.22 -0.10 0.000
H 2.2546 -2.3417 3.0699 1.26 -1.36 1.33 0.007
Cl 1.4237 -3.8785 1.0401 -0.40 -0.12 -0.56 -0.002
C -6.1964 0.5335 3.2157 0.00 -0.02 0.00 0.094
C -5.1093 0.6517 4.0942 0.06 -0.06 -0.54 -0.046
C -3.8135 0.7762 3.5938 -0.48 0.07 0.15 0.113
C -3.5953 0.8269 2.2060 -0.17 -0.64 0.06 -0.090
C -4.6920 0.6599 1.3286 0.43 -0.04 0.12 0.085
C -5.9774 0.5135 1.8296 0.06 0.06 0.40 -0.055
N -2.2880 1.0499 1.7468 0.93 -0.50 0.79 0.354
N -1.3827 0.8170 2.7016 -0.03 0.84 0.29 0.276
C -0.2825 1.6317 2.6146 -0.83 -0.49 -1.15 -0.059
C 0.5982 1.7425 3.7079 0.11 0.18 0.16 0.074
C 1.5969 2.6983 3.6559 -0.39 -0.28 0.06 0.000
C 1.7384 3.4523 2.4775 -0.06 0.17 -0.53 0.072
C 0.9001 3.2025 1.3969 -0.06 -0.12 0.64 -0.017
N -0.1263 2.3284 1.4547 1.26 0.15 1.17 0.133
H -7.2136 0.4461 3.6050 0.35 0.01 -0.11 0.006
H -5.2525 0.6438 5.1735 -0.10 -0.02 -0.24 -0.002
H -2.9442 0.8426 4.2502 -0.48 0.06 -0.21 0.014
H -4.5171 0.6282 0.2526 -0.18 0.07 0.48 0.013
H -6.8070 0.3840 1.1305 0.21 0.05 0.30 -0.002
H 0.3780 1.0950 4.5605 0.30 0.32 -0.22 0.001
H 2.2550 2.8782 4.5086 -0.20 -0.13 -0.29 0.001
H 2.4909 4.2340 2.3833 -0.12 -0.26 0.08 0.005
H 1.0302 3.7419 0.4579 -0.04 -0.08 0.21 0.013
```
Forces are in eV/Å.

The following is a DFT calculation (ωB97M-V/def2-TZVPD) of a molecular structure, C40H36ClMgN2O3P2.

Energy above the lowest of the compared OMol25 structures with the same formula, charge and spin = 0.0 kcal per mole
Calculated total energy = -87728.786 eV
Kohn-Sham gap = 7.63 eV
Charge = +1
Highest occupied orbital energy = -9.84 eV
F_max = 0.0189 Eh/bohr

Structure (XYZ):
```
85
Properties=species:S:1:pos:R:3:forces:R:3:lowdin_charge:R:1
Mg -0.7800 1.5169 0.7956 -0.26 -0.43 -0.30 0.417
Cl -2.2025 0.5200 2.5491 -0.18 -0.06 0.37 0.802
C -2.7031 -1.0649 1.9718 -0.04 -0.06 -0.19 -0.593
C -2.9899 -1.9998 2.9517 0.04 0.08 0.19 -0.098
C -3.4353 -3.2539 2.5737 -0.05 -0.13 -0.06 -0.058
C -3.6045 -3.5579 1.2275 -0.01 -0.03 0.01 -0.052
C -3.3176 -2.6045 0.2650 0.02 -0.06 0.00 -0.076
C -2.8408 -1.3397 0.6137 0.07 0.13 -0.10 -0.356
P -2.4809 -0.0749 -0.6716 0.05 -0.55 -0.20 1.076
C -4.0547 -0.0489 -1.6041 -0.04 0.23 0.13 -0.364
C -5.0772 0.7554 -1.0954 0.00 0.01 -0.01 -0.097
C -6.3211 0.7854 -1.7091 -0.02 0.03 0.02 -0.069
C -6.5497 0.0190 -2.8444 0.03 -0.03 -0.02 -0.066
C -5.5335 -0.7752 -3.3626 0.03 0.02 0.01 -0.062
C -4.2868 -0.8109 -2.7484 -0.10 0.00 0.03 -0.083
C -1.3426 -0.8724 -1.8654 0.05 0.09 0.04 -0.377
C -0.7294 -2.1078 -1.6911 0.06 0.03 -0.07 -0.080
C 0.1502 -2.5961 -2.6539 0.00 0.01 0.05 -0.061
C 0.4188 -1.8582 -3.7976 0.04 -0.06 0.02 -0.068
C -0.1848 -0.6198 -3.9766 0.01 0.08 0.03 -0.071
C -1.0468 -0.1241 -3.0108 -0.05 -0.02 0.03 -0.113
H -2.8760 -1.7406 3.9984 0.00 -0.02 -0.10 0.116
H -3.6687 -3.9885 3.3363 0.02 0.05 -0.07 0.118
H -3.9698 -4.5338 0.9290 0.02 0.08 0.03 0.116
H -3.4669 -2.8372 -0.7840 0.00 0.01 0.05 0.115
H -4.9017 1.3579 -0.2086 -0.01 -0.02 -0.03 0.107
H -7.1097 1.4111 -1.3052 0.08 -0.06 -0.03 0.112
H -7.5195 0.0439 -3.3285 0.08 0.00 0.03 0.112
H -5.7088 -1.3698 -4.2524 0.01 0.05 0.08 0.112
H -3.5027 -1.4305 -3.1655 0.00 0.01 0.01 0.106
H -0.9297 -2.6990 -0.8102 0.02 -0.04 0.10 0.092
H 0.6224 -3.5611 -2.5036 -0.04 0.07 -0.01 0.110
H 1.0989 -2.2447 -4.5493 -0.06 0.03 0.07 0.111
H 0.0240 -0.0360 -4.8657 -0.03 -0.03 0.06 0.112
H -1.5112 0.8469 -3.1592 0.04 -0.02 -0.02 0.106
C -0.3540 5.4440 -0.8021 0.05 0.00 0.06 0.010
C -0.3948 4.1744 -0.0161 0.16 -0.06 0.35 -0.251
N -1.0668 3.1381 -0.4157 0.19 0.46 -0.01 -0.078
O -1.7533 3.3370 -1.6115 0.00 -0.03 -0.26 -0.047
C 0.3362 4.0651 1.2526 -0.12 -0.16 -0.16 -0.278
C 1.1852 5.1630 1.8112 -0.07 0.00 -0.09 -0.030
N 0.1564 2.9126 1.8782 0.26 0.91 0.23 -0.201
O 0.6824 2.6664 3.0035 0.03 -0.04 0.03 -0.120
H -1.2410 5.5457 -1.4180 -0.02 0.03 -0.01 0.082
H 0.5164 5.4293 -1.4660 -0.04 0.00 0.05 0.108
H -0.2557 6.3024 -0.1407 0.03 -0.04 -0.01 0.087
H -2.3871 2.6140 -1.6204 -0.21 -0.11 -0.07 0.055
H 1.9145 5.5256 1.0819 -0.05 -0.01 0.04 0.084
H 1.7117 4.7688 2.6765 0.03 -0.01 0.03 0.070
H 0.5863 6.0165 2.1417 0.04 -0.02 0.00 0.088
O 0.4967 0.1169 0.8006 0.58 -0.28 -0.18 -0.394
P 1.9316 -0.3994 0.8474 -0.31 0.08 0.06 0.875
C 1.8455 -2.1876 0.9576 -0.12 -0.11 -0.06 -0.277
C 0.7665 -2.7115 1.6745 0.00 -0.06 -0.04 -0.088
C 0.6308 -4.0846 1.8215 -0.01 0.00 -0.01 -0.062
C 1.5687 -4.9386 1.2517 -0.01 0.03 0.01 -0.062
C 2.6450 -4.4196 0.5434 0.00 -0.02 0.01 -0.063
C 2.7877 -3.0465 0.3977 -0.03 0.02 -0.06 -0.057
C 2.8510 0.1484 -0.5895 0.01 0.03 -0.11 -0.273
C 4.2082 -0.1557 -0.7336 -0.04 0.05 0.07 -0.082
C 4.9141 0.3296 -1.8202 0.03 0.02 -0.03 -0.058
C 4.2785 1.1379 -2.7580 0.00 -0.01 -0.02 -0.060
C 2.9404 1.4676 -2.6029 -0.03 -0.01 -0.03 -0.061
C 2.2247 0.9715 -1.5206 0.09 -0.11 -0.06 -0.063
C 2.8884 0.1581 2.2472 0.06 0.08 0.09 -0.270
C 3.5136 1.4073 2.1885 -0.09 -0.07 0.10 -0.074
C 4.2440 1.8634 3.2719 0.00 0.02 0.02 -0.057
C 4.3540 1.0779 4.4136 0.00 -0.01 0.02 -0.056
C 3.7348 -0.1639 4.4768 0.02 0.01 0.03 -0.060
C 3.0043 -0.6288 3.3934 -0.01 0.07 0.00 -0.055
H 0.0313 -2.0411 2.1084 0.04 -0.05 -0.04 0.101
H -0.2094 -4.4868 2.3777 0.07 0.03 -0.05 0.107
H 1.4611 -6.0111 1.3595 0.01 0.04 0.01 0.111
H 3.3765 -5.0858 0.1015 -0.05 0.04 0.02 0.112
H 3.6230 -2.6555 -0.1715 -0.08 -0.04 0.04 0.097
H 4.7225 -0.7377 0.0239 -0.02 0.03 -0.04 0.114
H 5.9668 0.0971 -1.9279 -0.07 0.00 0.00 0.113
H 4.8344 1.5164 -3.6078 -0.03 0.00 0.06 0.112
H 2.4487 2.1104 -3.3245 0.03 -0.05 0.05 0.112
H 1.1810 1.2265 -1.4024 -0.08 -0.01 -0.03 0.089
H 3.4210 2.0212 1.3003 0.01 0.00 0.01 0.115
H 4.7252 2.8339 3.2296 -0.04 -0.08 0.01 0.113
H 4.9293 1.4364 5.2604 -0.05 -0.03 -0.07 0.112
H 3.8258 -0.7731 5.3690 -0.01 0.05 -0.08 0.111
H 2.5296 -1.6022 3.4388 0.05 0.05 0.01 0.104
```
Forces are in eV/Å.